(1)
{"formula": "C3H10N2", "method": "ωB97M-V/def2-TZVPD", "symbols": ["C", "C", "C", "H", "H", "H", "H", "H", "H", "H", "H", "H", "H", "N", "N"], "coordinates": [[0.739, -1.144, 0.173], [0.234, 0.261, -0.124], [-1.288, 0.369, -0.173], [2.678, -1.023, -0.402], [2.423, -0.709, 1.204], [0.212, -1.552, 1.042], [0.497, -1.805, -0.664], [0.713, 0.724, -1.027], [0.564, 0.905, 0.707], [-1.688, -0.073, 0.746], [-1.643, -0.220, -1.016], [-2.785, 1.668, -0.655], [-1.742, 2.300, 0.462], [2.155, -1.315, 0.441], [-1.775, 1.724, -0.392]], "forces_ev_per_angstrom": [[-0.4678, -0.4831, -0.2100], [0.4583, 1.1273, 0.1856], [0.2960, -0.2850, -0.1160], [-0.1794, -0.1581, 0.8233], [0.2401, 0.1227, 0.0337], [-0.1572, 0.1063, -0.0742], [-0.1112, -0.0209, 0.0158], [-0.4937, -0.5989, 0.5141], [0.0448, -0.0223, -0.0542], [-0.0383, -0.1774, -0.0068], [-0.1334, -0.2151, -0.0316], [1.2517, 0.2108, 0.3272], [0.0909, -0.4942, -0.5250], [0.4494, 0.3600, -0.9277], [-1.2502, 0.5279, 0.0458]], "orbital_gap_ev": 10.3, "smiles": "NCCCN", "e_homo_ev": -9.183, "total_energy_ha": -229.7988, "spin_multiplicity": 1, "molar_mass_g_mol": 74.13, "total_charge": 0}

***

(2)
{"formula": "C5H4O3", "method": "ωB97M-V/def2-TZVPD", "symbols": ["C", "C", "C", "C", "C", "H", "H", "H", "H", "O", "O", "O"], "coordinates": [[-0.144, -1.516, -0.009], [0.949, -1.096, -0.808], [-0.206, 0.695, -0.098], [-0.356, 2.093, 0.421], [-0.850, -0.452, 0.493], [0.184, -3.511, -0.094], [1.575, -1.455, -1.693], [-1.320, 1.699, 1.031], [-1.660, -0.292, 1.077], [-0.707, -2.851, 0.036], [0.842, 0.298, -0.813], [0.472, 3.205, 0.737]], "forces_ev_per_angstrom": [[0.1485, -3.6191, -1.7975], [-1.8156, 1.7802, -0.4616], [1.1747, -0.1422, 1.0155], [2.5896, 2.4331, 4.2281], [3.0844, 3.5093, -2.9035], [-3.8988, 2.5786, 0.5555], [-0.9761, 0.0757, 1.9584], [1.2331, 3.0533, -0.6141], [-2.4095, -0.4542, 1.7890], [5.3715, -0.6083, -0.2450], [1.0777, -1.1597, -0.6708], [-5.5795, -7.4468, -2.8541]], "orbital_gap_ev": 8.3, "smiles": "O=Cc1cc(O)co1", "e_homo_ev": -9.359, "total_energy_ha": -418.4661, "spin_multiplicity": 1, "molar_mass_g_mol": 112.08, "total_charge": 0}

***

(3)
{"formula": "C33H34ClNOPPtS", "method": "ωB97M-V/def2-TZVPD", "symbols": ["Pt", "C", "C", "C", "C", "C", "C", "P", "C", "C", "C", "C", "C", "C", "C", "C", "C", "C", "C", "C", "C", "C", "C", "C", "H", "H", "H", "H", "H", "H", "H", "H", "H", "H", "H", "H", "H", "H", "H", "H", "C", "N", "C", "C", "C", "C", "C", "C", "C", "C", "H", "H", "H", "H", "H", "H", "H", "H", "H", "H", "H", "H", "Cl", "C", "S", "C", "O", "H", "H", "H", "H", "H", "H"], "coordinates": [[-0.096, 0.191, 0.096], [0.662, -5.474, 2.112], [1.848, -5.237, 1.438], [2.148, -3.961, 0.976], [1.249, -2.920, 1.181], [0.059, -3.163, 1.875], [-0.232, -4.433, 2.336], [1.606, -1.186, 0.790], [3.095, -1.143, -0.220], [4.124, -0.253, 0.077], [5.278, -0.249, -0.695], [5.410, -1.128, -1.759], [4.375, -2.002, -2.074], [3.216, -2.001, -1.314], [1.892, -0.494, 2.415], [2.990, -0.723, 3.199], [2.963, -0.338, 4.553], [1.816, 0.173, 5.096], [0.649, 0.358, 4.315], [-0.583, 0.768, 4.882], [-1.693, 0.830, 4.098], [-1.619, 0.576, 2.704], [-0.435, 0.279, 2.099], [0.710, 0.080, 2.933], [0.434, -6.469, 2.471], [2.551, -6.042, 1.275], [3.094, -3.790, 0.482], [-0.647, -2.358, 2.040], [-1.156, -4.613, 2.868], [4.019, 0.441, 0.899], [6.076, 0.442, -0.457], [6.317, -1.132, -2.349], [4.475, -2.686, -2.907], [2.404, -2.671, -1.570], [3.867, -1.213, 2.792], [3.839, -0.487, 5.170], [1.777, 0.423, 6.148], [-0.633, 0.987, 5.941], [-2.652, 1.090, 4.526], [-2.538, 0.632, 2.148], [-1.666, 2.907, 0.292], [-1.663, 1.635, -0.464], [-1.450, 1.968, -1.888], [-2.985, 0.958, -0.346], [-2.829, -0.512, -0.593], [-3.892, -1.264, -1.083], [-3.728, -2.609, -1.368], [-2.482, -3.193, -1.197], [-1.417, -2.445, -0.712], [-1.583, -1.108, -0.369], [-2.503, 3.522, -0.048], [-0.728, 3.426, 0.118], [-1.761, 2.711, 1.355], [-2.201, 2.694, -2.210], [-1.541, 1.066, -2.490], [-0.462, 2.407, -2.004], [-3.680, 1.410, -1.059], [-3.392, 1.166, 0.641], [-4.851, -0.787, -1.254], [-4.559, -3.191, -1.743], [-2.329, -4.235, -1.449], [-0.455, -2.926, -0.612], [1.529, 1.975, 0.292], [1.409, -0.759, -4.432], [1.092, 0.525, -3.236], [2.766, 1.091, -2.973], [0.715, -0.247, -1.979], [2.143, -1.453, -4.028], [1.775, -0.289, -5.344], [0.463, -1.261, -4.627], [3.108, 1.594, -3.878], [3.400, 0.242, -2.723], [2.726, 1.787, -2.137]], "forces_ev_per_angstrom": [[0.0964, -0.0751, 0.1040], [-0.0293, -0.0002, 0.0117], [0.0315, 0.0157, -0.0213], [0.0279, 0.0087, 0.0266], [-0.1681, 0.0663, 0.0700], [0.0542, -0.0275, 0.0085], [0.0184, -0.0135, 0.0077], [-0.0218, 0.0753, -0.0064], [-0.0001, -0.0294, -0.0242], [0.0075, -0.0101, 0.0053], [0.0083, -0.0007, 0.0041], [0.0153, -0.0209, 0.0116], [0.0256, -0.0377, 0.0161], [-0.0143, -0.0386, 0.0426], [0.1327, -0.0321, -0.0041], [-0.0256, 0.0245, -0.0047], [-0.0305, 0.0051, 0.0154], [0.0300, -0.0118, 0.0021], [-0.0225, 0.0112, 0.0130], [0.0109, -0.0163, -0.0103], [0.0103, -0.0055, -0.0183], [-0.0575, -0.0117, 0.0350], [0.0096, -0.0274, -0.0544], [-0.0244, 0.0134, -0.0039], [-0.0011, -0.0005, -0.0025], [0.0008, 0.0019, -0.0010], [0.0208, 0.0197, -0.0340], [0.0102, -0.0192, 0.0198], [-0.0023, 0.0022, -0.0009], [-0.0093, 0.0064, -0.0018], [0.0007, -0.0001, -0.0014], [0.0002, -0.0015, 0.0007], [-0.0060, 0.0039, -0.0011], [0.0000, -0.0232, 0.0100], [0.0031, -0.0030, 0.0164], [0.0042, 0.0047, -0.0028], [0.0042, 0.0010, -0.0005], [-0.0021, 0.0068, -0.0006], [0.0024, -0.0003, 0.0056], [-0.0290, -0.0011, -0.0663], [0.0252, -0.0152, 0.0418], [0.0029, -0.0308, -0.0850], [0.0070, 0.0546, -0.0091], [0.0099, -0.0193, 0.0002], [0.0153, 0.0268, -0.0038], [-0.0061, -0.0095, 0.0125], [0.0031, 0.0047, 0.0093], [-0.0003, 0.0023, 0.0012], [-0.0112, -0.0094, -0.0387], [0.0615, 0.0068, -0.0233], [0.0002, 0.0001, 0.0028], [-0.0001, 0.0000, -0.0105], [-0.0102, -0.0188, 0.0107], [-0.0086, -0.0072, 0.0075], [0.0119, -0.0057, 0.0022], [-0.0064, -0.0126, -0.0015], [0.0092, -0.0016, -0.0060], [0.0072, 0.0081, 0.0414], [0.0003, -0.0003, -0.0023], [0.0010, 0.0008, -0.0044], [-0.0038, -0.0014, -0.0001], [-0.0355, 0.0247, -0.0342], [0.0489, 0.0466, -0.0303], [-0.0026, 0.0087, 0.0003], [0.1481, 0.1534, 0.0753], [-0.0041, 0.0037, 0.0184], [-0.2804, -0.1252, -0.0492], [-0.0053, -0.0051, 0.0073], [0.0008, -0.0058, -0.0005], [0.0063, -0.0091, 0.0040], [-0.0140, -0.0053, -0.0125], [-0.0338, 0.0622, -0.0647], [-0.0174, 0.0186, -0.0246]], "orbital_gap_ev": 7.9, "e_homo_ev": -10.700, "total_energy_ha": -2726.8015, "spin_multiplicity": 1, "molar_mass_g_mol": 754.21, "total_charge": 1}

***

Asked for relative energy (zero: lowest compared OMol25 entry of this formula, charge and spin) across the records above, the calculation gives 6.6; 122.8; 0.0 kcal per mole in order.